Below is a structure of composition C8H2N2S3SbSe4W at a distorted geometry, with properties calculated with ωB97M-V/def2-TZVPD.

Calculated values
- energy above the lowest of the compared OMol25 structures with the same formula, charge and spin (eV) = 0.324
- net charge = -1
- LUMO energy (hartree) = 0.0204
- orbital gap (eV) = 6.10

CARTESIAN COORDINATES (ANGSTROEM)
1 W 2.599552 0.096623 -1.130141
2 S 2.251806 -0.370639 1.186437
3 C 0.493012 -0.433715 1.261761
4 C -0.181098 0.032231 2.377329
5 C -1.572471 0.057837 2.389707
6 C -2.253323 0.552601 3.550777
7 N -2.780603 0.938800 4.496358
8 C -2.284217 -0.385030 1.266592
9 C -1.604046 -0.877661 0.159180
10 C -0.215065 -0.925702 0.148527
11 S 0.707523 -1.546882 -1.197391
12 C -3.718734 -0.331764 1.246852
13 N -4.867233 -0.296875 1.232432
14 H 0.363529 0.397252 3.237513
15 H -2.161847 -1.205161 -0.707687
16 Se 3.736570 2.097547 -5.056071
17 Sb 2.126660 0.705510 -4.035494
18 Se 3.336779 -1.351889 -3.015460
19 Se 1.387804 2.027815 -1.713281
20 Se 0.107356 0.023616 -5.071190
21 S 4.528045 0.795482 -0.626757

Forces on the atoms, in the same order (eV/Å):
W -0.194 -0.546 1.227
S -0.027 0.587 0.044
C -0.028 -0.248 -0.232
C -0.062 -0.024 0.021
C 0.049 -0.015 -0.007
C -0.044 -0.019 0.024
N 0.009 0.020 0.002
C 0.031 -0.026 -0.022
C -0.037 -0.095 0.006
C 0.232 0.034 0.220
S -0.031 0.266 -0.214
C -0.033 0.005 0.043
N -0.003 -0.006 -0.021
H 0.029 0.019 -0.022
H 0.013 -0.032 0.006
Se 0.133 0.153 0.077
Sb -0.294 0.008 -1.435
Se -0.434 0.407 -0.015
Se 0.308 -0.465 -0.176
Se -0.063 -0.002 0.110
S 0.446 -0.020 0.363